Record 1
# C38H33AsF6N4O6SY

C38H33AsF6N4O6SY as an isolated structure (ωB97M-V/def2-TZVPD, the OMol25 dataset).

Structure (ORCA input):
```
! RIJCOSX wB97M-V def2-TZVPD def2/J DEFGRID3
* xyz -2 2
C -1.945 -4.146 -0.662
C -2.899 -5.150 -0.471
C 3.969 3.614 -3.727
C -2.096 -5.557 1.736
H 4.891 -2.706 5.165
O 2.068 0.194 -0.402
C 2.793 2.922 -3.989
H -1.577 1.614 6.482
C 4.047 -2.193 4.720
O -1.543 4.502 -2.052
F 1.158 -1.026 -2.895
C -1.438 2.833 3.322
C -1.293 1.697 5.440
C 4.409 3.709 -2.408
C -3.048 0.508 -1.886
H -2.402 -0.011 -4.214
As 2.489 -2.220 -3.050
H -5.207 1.266 2.917
C -1.958 -3.459 -1.945
C 2.218 -2.166 3.158
C -1.795 2.730 4.659
C 4.731 4.284 -4.839
H 4.524 3.808 -5.798
C -1.486 -1.901 -3.624
H 1.630 -2.635 2.376
C 2.528 2.425 -1.668
C 2.066 2.326 -2.969
C -4.703 1.540 -0.406
F 2.287 -2.501 -1.340
H -3.681 0.856 -2.710
H -6.152 2.411 0.915
C -3.662 0.287 1.829
F 3.626 -0.973 -2.735
H 5.324 4.249 -2.188
H -1.831 3.631 2.706
O -0.992 2.606 -3.135
C -1.623 -0.364 -3.529
N -1.944 -0.056 -2.152
C -4.758 1.111 1.941
H 1.120 1.840 -3.169
C -1.019 -3.834 0.378
C 3.293 -2.821 3.737
H 4.021 3.198 -0.350
H -0.446 -4.343 2.378
F 2.549 -1.875 -4.748
C -3.019 0.072 0.583
Y -0.122 -0.889 -0.680
H -3.234 -0.207 2.694
C -3.579 0.722 -0.551
C -0.688 2.745 -0.738
N 0.125 1.525 -0.739
C 3.692 3.123 -1.379
C 3.731 -0.902 5.120
H 2.426 2.853 -5.007
C -1.099 3.337 -2.127
C -2.995 -5.861 0.708
H -1.635 2.512 -0.240
H -3.748 -6.627 0.836
N 0.523 -0.458 1.701
H -0.699 0.150 -3.783
C 1.898 -0.872 3.568
C 0.772 -0.170 2.886
H -0.225 3.544 -0.152
H -2.687 -3.865 -2.661
H -0.276 1.977 1.720
H 3.547 -3.821 3.409
F 1.297 -3.444 -3.366
H -2.156 -6.097 2.676
H -2.400 -2.336 -4.050
C -1.139 -4.583 1.581
F 3.752 -3.399 -3.166
O 1.977 2.327 0.846
H 4.329 -0.404 5.873
S 1.630 1.607 -0.367
H 5.807 4.244 -4.663
H 4.449 5.337 -4.926
H -2.469 3.457 5.097
N -1.253 -2.460 -2.293
H 2.419 0.776 4.837
H -5.093 2.031 -1.292
H -0.052 -0.056 5.482
C -0.435 0.761 4.882
O -1.977 -0.686 0.517
C -5.296 1.755 0.821
C -0.578 1.904 2.758
H -3.586 -5.362 -1.286
H -0.645 -2.169 -4.264
C 2.657 -0.239 4.545
O -0.108 -2.940 0.252
C -0.080 0.864 3.541
*
```

As for the LUMO energy (alpha / beta): 4.09 / 3.71 eV. As for the expectation value of S²: 0.764. The calculation puts the energy relative to the best compared isomer or geometry (same formula, charge and spin) at 36.1 kcal per mole. The HOMO energy (alpha / beta) comes out at -2.59 / -2.59 eV. As for the molar mass: 951.6 g mol⁻¹.

***

Record 2
# C22H60F6O16S12Zn2

C22H60F6O16S12Zn2 as an isolated structure at a distorted geometry (ωB97M-V/def2-TZVPD, the OMol25 dataset).

Structure (ORCA input):
```
! RIJCOSX wB97M-V def2-TZVPD def2/J DEFGRID3
* xyz 2 1
O 0.588 0.371 -1.102
O 1.080 -2.534 7.087
H -0.415 -4.499 5.184
O 4.302 -0.062 3.667
H -0.745 2.032 -6.111
C 0.071 1.350 -6.350
H -0.475 3.164 0.552
O -0.697 0.430 1.006
C -0.666 5.317 -2.393
H 3.861 2.322 2.452
C 1.593 -1.054 -5.745
H 4.533 4.738 0.934
H -0.728 3.950 5.518
F -3.612 -3.565 3.939
H 0.210 1.536 3.375
O -3.834 0.403 -0.641
H -1.453 -5.191 -1.363
S -3.054 0.361 -4.386
H -1.892 -1.445 6.859
C -4.035 1.906 -4.185
H -5.999 1.847 -1.149
O -2.455 -4.325 0.984
C -3.430 -2.698 2.952
C 0.843 -1.800 0.620
H -1.059 6.066 -1.706
S -2.004 -3.949 -3.350
H 2.054 -1.592 -4.917
H -4.621 1.696 -3.290
H 4.139 -3.620 3.809
H 1.145 -3.855 4.517
H 1.303 0.768 4.693
C 0.068 4.305 4.863
H 2.350 -0.431 -6.220
O 2.116 2.519 -0.726
C -4.285 -0.763 -5.280
F 0.031 -2.645 1.269
H -6.304 2.775 0.240
H -5.145 -1.131 -4.722
H -5.066 0.180 2.160
S -3.605 -3.458 1.158
H -1.312 -2.967 -5.499
H -4.376 1.779 2.499
H -4.565 -0.537 -6.310
H 5.633 -0.914 1.575
H 5.645 1.698 -1.656
C -0.549 4.080 -0.033
C 0.609 1.552 4.389
H -3.479 2.829 -4.023
F 1.696 -1.255 1.423
C 5.605 0.619 -1.506
O -0.258 2.625 -2.361
H -0.314 -3.279 3.856
O -3.635 -2.314 0.243
H 6.581 0.167 -1.684
H -0.206 0.969 -7.332
S 0.124 -2.170 5.969
F -4.458 -1.795 3.028
H 5.199 -2.570 1.649
O 1.941 2.979 6.162
H -0.125 -2.745 -4.116
S 3.384 2.728 0.078
H 3.750 5.068 -0.604
H 6.764 -2.140 2.284
H -3.289 0.343 2.241
H 0.397 5.556 -2.404
C 5.732 -1.798 2.205
S -4.188 1.545 0.305
O 3.054 0.517 -2.261
H -6.611 0.944 0.157
H -0.358 4.483 3.876
H -0.155 -4.221 -4.939
H -1.252 5.452 -3.302
O -2.504 -2.764 -2.542
H -4.716 1.947 -5.035
F 1.463 -2.509 -0.299
H -2.244 -3.049 6.188
O -2.833 -0.158 -2.986
C 0.115 -3.630 4.794
S -1.182 3.692 -1.714
S 4.905 -1.456 3.838
H 5.381 -2.211 -1.897
S 1.457 3.177 4.752
H 0.977 1.948 -6.253
H -0.340 -5.396 -2.694
H 2.157 2.978 2.061
H 1.305 -1.753 -6.530
S 4.395 0.007 -2.768
H 2.893 -2.473 4.601
H 3.836 -1.754 -1.326
H -1.466 -2.848 7.785
H 2.810 5.020 0.839
H 0.489 4.391 -0.154
F -2.243 -2.068 3.119
O 0.869 0.475 -3.817
H 0.561 5.230 5.164
H -0.267 -3.841 -1.715
S 0.200 -0.045 -5.097
C -4.220 0.840 1.968
Zn -3.287 -1.266 -1.388
C 4.434 -1.791 -2.236
C 3.645 4.530 0.338
C -0.882 -4.647 -2.116
Zn 1.330 1.559 -2.307
C -0.815 -3.409 -4.636
H -1.118 4.818 0.532
H 2.963 -2.613 2.885
C 2.975 2.299 1.818
C -1.526 -2.467 6.766
H 2.575 1.285 1.807
C 3.579 -2.685 3.781
H 5.293 0.516 -0.467
H -3.799 -1.738 -5.256
H 3.851 -2.447 -2.882
S -0.261 -0.384 -0.170
O -4.870 -4.202 1.021
C -5.956 1.787 -0.062
H -0.245 1.468 5.061
O -1.379 -1.013 -0.886
*
```

As for the LUMO energy: -4.33 eV. The HOMO energy comes out at -11.69 eV. As for the molar mass: 1210.3 g mol⁻¹.

***

Record 3
# C26H20Cl5IrN8O2

C26H20Cl5IrN8O2 as an isolated structure at a distorted geometry (ωB97M-V/def2-TZVPD, the OMol25 dataset).

Structure (ORCA input):
```
! RIJCOSX wB97M-V def2-TZVPD def2/J DEFGRID3
* xyz 3 2
H 1.564 1.258 -6.174
H -4.348 -2.471 -0.061
C -0.306 -0.136 -2.517
C -2.921 0.749 3.385
H -0.483 -0.869 -4.526
C -4.270 1.803 1.756
Cl -2.393 2.664 -0.083
Ir -0.250 0.607 0.284
C -1.498 -0.781 -1.939
N 4.052 0.349 4.283
C -3.593 -1.931 -2.014
H -5.674 -2.152 -2.371
C 1.795 -1.828 0.842
C 3.011 -0.540 2.282
C -2.515 -1.398 0.056
H 5.019 -1.166 2.678
C -4.209 1.048 3.069
H 2.698 -3.580 0.011
Cl -5.707 2.290 1.049
C 4.042 -2.468 1.279
N -1.501 -0.791 -0.587
H 0.989 1.586 0.740
C -0.773 1.665 2.320
C 3.192 0.474 3.359
C -3.561 -1.982 -0.621
H 4.898 -3.115 1.147
C 2.842 -2.718 0.647
H 2.072 1.788 -1.316
C -3.016 1.951 1.341
H 2.738 0.017 -5.730
N 2.415 1.695 3.624
C 1.951 1.146 -3.357
H 4.419 2.355 6.853
H 2.849 1.676 -3.649
O -4.567 -2.190 -4.137
Cl 0.433 2.446 1.822
C 4.115 -1.370 2.123
H 0.847 -2.016 0.355
H 1.139 -0.806 -7.251
C -2.092 1.348 2.383
N 2.843 2.244 4.797
Cl -2.353 -0.079 4.750
H -4.718 -3.612 -2.625
C -4.732 -2.526 -2.787
N 4.566 1.577 6.226
O 0.874 -0.700 -6.331
H -2.525 -1.288 -3.754
N 0.415 0.586 -1.629
N 0.403 3.730 1.220
H -5.288 -2.555 -4.661
H 0.613 4.645 0.847
C 0.084 -0.263 -3.834
C 3.829 1.439 5.151
C 1.672 0.270 -5.707
H 5.300 0.915 6.423
C 1.232 0.386 -4.278
C -2.527 -1.326 -2.675
C 1.540 2.193 2.851
C 1.524 1.217 -2.052
H -2.453 -1.423 1.136
Cl -5.560 0.701 3.963
N 1.856 -0.737 1.612
*
```

As for the LUMO energy (alpha / beta): -10.46 / -10.41 eV. As for the expectation value of S²: 0.754. The calculation puts the energy relative to the best compared isomer or geometry (same formula, charge and spin) at 505.7 kcal per mole. The HOMO energy (alpha / beta) comes out at -16.51 / -16.50 eV. As for the molar mass: 846.0 g mol⁻¹.

***

Record 4
# C3H8NO3

A 2-piece molecular cluster, C3H8NO3 overall at a distorted geometry (ωB97M-V/def2-TZVPD, the OMol25 dataset).

Structure (ORCA input):
```
! RIJCOSX wB97M-V def2-TZVPD def2/J DEFGRID3
* xyz 0 2
C -1.424 -1.271 -1.191
H -2.271 -0.700 -0.803
O -1.037 -0.327 2.400
H 1.920 0.383 -0.091
O 0.842 1.162 1.379
H -0.895 1.215 -0.239
O 0.867 -0.986 -1.691
C 1.291 1.246 0.146
H 1.397 2.264 -0.223
N -0.094 0.757 -0.640
H -1.677 -1.612 -2.187
H -0.450 -0.537 3.140
C -0.126 -0.468 -1.231
H -1.240 -2.010 -0.414
H -0.469 0.168 1.783
*
```

As for the LUMO energy (alpha / beta): 0.80 / -3.05 eV. As for the expectation value of S²: 0.761. The calculation puts the energy relative to the best compared isomer or geometry (same formula, charge and spin) at 26.9 kcal per mole. The HOMO energy (alpha / beta) comes out at -10.45 / -10.39 eV. As for the molar mass: 106.1 g mol⁻¹.

***

Record 5
# C42H36AuN3O2P2Te

C42H36AuN3O2P2Te as an isolated structure (ωB97M-V/def2-TZVPD, the OMol25 dataset).

Structure (ORCA input):
```
! RIJCOSX wB97M-V def2-TZVPD def2/J DEFGRID3
* xyz 0 1
C -4.231 1.921 -5.405
H 1.854 4.028 4.102
H 5.216 0.920 -2.647
H 0.537 -5.779 0.043
H -0.005 -6.749 -1.350
C -0.768 -4.734 -1.282
C -3.790 0.778 -4.761
H 0.185 0.375 3.775
C 1.902 0.888 -1.973
C -2.778 0.866 -3.808
C -1.189 3.490 5.429
C -2.657 3.239 -4.155
P 0.190 2.163 -0.229
C -1.767 3.088 4.233
H 5.574 -1.978 0.122
C 0.275 1.762 5.408
C 0.458 -2.406 2.928
C 0.068 -3.186 4.008
C 1.168 3.216 2.243
C 1.007 5.539 2.831
N -0.181 2.853 6.016
C 3.044 2.402 -0.511
C 4.278 1.166 -2.167
H 0.979 0.437 -2.326
H -1.548 4.382 5.932
C -3.664 3.153 -5.104
O -1.676 -0.143 -1.970
C -0.299 -6.001 -0.618
H -0.331 4.967 -0.225
H 1.506 -2.184 2.781
H -1.576 -4.085 5.049
N -2.016 -2.536 -2.870
C 2.241 -2.316 -0.363
C 1.393 4.241 3.146
C 4.513 -1.779 0.209
C -0.496 -1.908 2.045
C 2.710 -0.463 1.091
C 0.394 5.800 1.617
C 3.598 -2.577 -0.464
C -0.235 1.268 4.218
O -0.631 -3.700 -0.488
H -1.442 2.162 -2.744
C 1.858 1.790 -0.908
N -2.520 -1.511 -3.652
C -1.297 -4.781 -2.547
Te -2.077 1.320 1.756
P 0.017 -0.874 0.647
C -0.219 0.790 0.908
C -2.302 -0.351 -3.114
Au -1.055 -1.871 -1.161
H -2.583 -1.891 1.524
C 0.557 3.465 1.015
C -1.272 -3.482 4.203
H -1.277 -5.753 -3.019
H 0.815 -3.565 4.692
H -4.219 -0.188 -4.986
H 3.941 -3.400 -1.077
H -1.962 -5.020 -5.049
C 1.785 -1.256 0.416
H -1.984 -3.274 -5.423
C -2.223 -3.014 3.307
H -3.268 -3.255 3.447
C -1.876 -3.732 -3.344
H 0.080 6.807 1.372
H -2.215 4.199 -3.918
C -2.215 2.100 -3.500
C -1.278 1.951 3.605
H 1.442 2.201 2.501
H 2.354 0.363 1.690
C -1.837 -2.238 2.228
H 3.038 3.128 0.292
H -2.562 3.676 3.793
C 4.242 2.095 -1.139
H 5.154 2.585 -0.819
C 3.100 0.562 -2.585
H -5.022 1.854 -6.141
C 0.165 4.766 0.718
H -1.107 -6.412 -0.010
C -2.328 -4.046 -4.737
C 4.067 -0.722 0.985
H 3.113 -0.152 -3.400
H 4.775 -0.090 1.504
H 1.175 6.341 3.539
H 1.542 -2.948 -0.891
H -4.011 4.045 -5.608
H 1.095 1.249 5.901
H -3.418 -4.043 -4.781
*
```

As for the LUMO energy (alpha / beta): -0.50 / -0.50 eV. The calculation puts the energy relative to the best compared isomer or geometry (same formula, charge and spin) at 18.1 kcal per mole. The HOMO energy (alpha / beta) comes out at -6.89 / -6.89 eV. As for the molar mass: 1001.3 g mol⁻¹.